Entry 1:
C7H13Cl12N3O6 | ωB97M-V/def2-TZVPD

As for the net charge: 0. The calculation puts the LUMO energy at 0.0813 eV. The multiplicity is 1. The HOMO energy is -11.056 eV. As for the structure (SMILES): C[N+](=O)[O-].C[N+](=O)[O-].C[N+](=O)[O-].ClC(Cl)Cl.ClC(Cl)Cl.ClC(Cl)Cl.ClC(Cl)Cl.

Geometry as XYZ:
```
41
Properties=species:S:1:pos:R:3:nbo_charge:R:1
C 2.79 -1.98 0.82 -0.28
Cl 2.95 -1.82 -0.96 -0.02
Cl 1.24 -2.78 1.12 0.04
Cl 2.79 -0.41 1.63 0.03
H 3.60 -2.61 1.16 0.24
C 0.38 4.56 -4.19 -0.28
Cl -0.66 6.01 -4.13 0.01
Cl 0.26 3.79 -5.80 0.01
Cl 0.00 3.41 -2.94 0.03
H 1.41 4.86 -4.02 0.23
C 0.46 -2.13 -4.08 -0.26
Cl -0.19 -0.62 -3.40 0.01
Cl 1.63 -1.78 -5.43 -0.01
Cl -0.81 -3.30 -4.46 0.04
H 1.16 -2.50 -3.33 0.24
C -1.37 -1.10 4.04 -0.27
Cl -1.67 -2.50 5.15 0.01
Cl 0.31 -0.66 4.05 0.02
Cl -2.35 0.36 4.44 -0.01
H -1.60 -1.43 3.03 0.25
C -2.75 -2.71 -1.82 -0.51
N -2.00 -3.67 -0.94 0.53
O -0.79 -3.70 -1.04 -0.38
O -2.66 -4.36 -0.15 -0.38
H -3.82 -2.85 -1.66 0.23
H -2.57 -2.78 -2.90 0.24
H -2.56 -1.69 -1.50 0.25
C 1.29 2.88 4.71 -0.49
N 1.87 3.05 3.34 0.55
O 1.37 2.27 2.60 -0.39
O 2.75 3.86 3.14 -0.37
H 1.77 1.94 4.96 0.24
H 0.20 2.84 4.65 0.24
H 1.56 3.72 5.35 0.22
C 0.06 0.78 -0.22 -0.49
N -1.34 0.35 -0.14 0.55
O -1.65 -0.51 0.65 -0.41
O -2.06 0.80 -1.00 -0.39
H 0.38 0.97 0.80 0.26
H 0.04 1.55 -0.99 0.23
H 0.59 -0.11 -0.55 0.24
```



Entry 2:
C22H28ClN6RbS2Si | ωB97M-V/def2-TZVPD

As for the net charge: -2. For the energy above the lowest of the compared OMol25 structures with the same formula, charge and spin, the calculation gives 6.2 kcal/mol. The calculation puts the LUMO energy at 4.0485 eV. The multiplicity is 1. The HOMO energy is -1.890 eV.

Geometry as XYZ:
```
61
Properties=species:S:1:pos:R:3:nbo_charge:R:1
Rb 0.05 -0.64 0.49 0.94
C 0.43 3.75 3.94 -0.69
C 0.10 2.87 2.76 0.13
N -0.47 1.73 2.84 -0.18
N -0.72 1.25 4.09 -0.51
C -1.70 0.37 4.13 0.27
N -1.88 -0.17 5.41 -0.84
S -2.80 -0.12 2.93 -0.48
C 0.44 3.36 1.40 0.19
C 0.89 4.67 1.19 -0.28
C 1.19 5.08 -0.09 -0.18
C 1.03 4.19 -1.14 -0.29
C 0.57 2.91 -0.84 0.06
N 0.29 2.51 0.39 -0.42
H 0.18 3.21 4.85 0.25
H -0.14 4.68 3.91 0.20
H 1.49 4.02 3.95 0.20
H -1.01 -0.23 5.93 0.36
H -2.38 -1.05 5.36 0.38
H 1.00 5.35 2.03 0.20
H 1.55 6.09 -0.27 0.19
H 1.25 4.46 -2.17 0.21
H 0.41 2.19 -1.64 0.23
C 2.58 0.31 -6.57 -1.11
Si 3.00 1.73 -5.41 1.67
C 1.79 3.16 -5.62 -1.12
C 4.66 2.42 -6.06 -1.12
C 3.28 1.24 -3.63 -0.57
C 4.52 1.40 -3.02 -0.16
C 4.69 1.08 -1.68 -0.35
C 3.58 0.62 -0.99 0.06
N 2.38 0.44 -1.53 -0.52
C 2.21 0.71 -2.85 0.10
S 0.66 0.48 -3.56 -0.46
H 2.80 0.59 -7.61 0.21
H 1.53 0.03 -6.48 0.26
H 3.18 -0.58 -6.32 0.23
H 1.82 3.54 -6.64 0.21
H 2.05 3.98 -4.95 0.22
H 0.77 2.84 -5.38 0.26
H 4.54 2.74 -7.10 0.22
H 5.45 1.66 -6.03 0.22
H 5.00 3.28 -5.48 0.22
H 5.36 1.78 -3.59 0.19
H 5.64 1.19 -1.17 0.20
H 3.65 0.38 0.07 0.18
C -4.79 -4.45 -3.48 -0.63
C -3.87 -3.53 -2.72 0.01
C -2.87 -4.02 -1.90 -0.27
C -2.04 -3.14 -1.21 0.05
N -2.16 -1.82 -1.31 -0.43
C -3.12 -1.35 -2.10 0.06
C -3.99 -2.15 -2.82 -0.28
H -4.53 -5.49 -3.31 0.21
H -4.72 -4.26 -4.56 0.21
H -5.83 -4.29 -3.19 0.21
H -2.72 -5.09 -1.78 0.20
H -1.25 -3.50 -0.55 0.26
H -3.18 -0.27 -2.17 0.19
H -4.75 -1.70 -3.44 0.20
Cl 0.60 -3.56 1.07 -0.96
```



Entry 3:
C30H50O16 | ωB97M-V/def2-TZVPD

As for the net charge: 0. For the energy above the lowest of the compared OMol25 structures with the same formula, charge and spin, the calculation gives 4.5 kcal/mol. The calculation puts the LUMO energy at 0.1464 eV. The multiplicity is 1. The HOMO energy is -9.738 eV. As for the structure (SMILES): O=C1CCCO1.O=C1CCCO1.O=C1CCCO1.O=C1CCCO1.O=C1CCCO1.O=C1CCCO1.O=C1CCCO1.CO.CO.

Geometry as XYZ:
```
96
Properties=species:S:1:pos:R:3:mulliken_charge:R:1
O -1.96 0.49 -1.84 -0.72
C -0.83 0.18 -1.57 0.28
O -0.13 0.77 -0.62 -0.13
C 1.20 0.29 -0.58 0.11
C 1.42 -0.34 -1.96 -0.50
C 0.02 -0.89 -2.28 -0.53
H 1.34 -0.54 0.11 -0.31
H 1.93 1.08 -0.42 0.39
H 2.24 -1.06 -1.85 0.23
H 1.67 0.39 -2.73 0.36
H -0.13 -1.89 -1.87 0.06
H -0.30 -0.72 -3.31 0.45
O -1.79 -1.54 1.41 -0.42
C -2.05 -2.47 0.70 0.38
O -1.14 -3.39 0.34 -0.38
C -1.74 -4.35 -0.55 -0.66
C -3.03 -3.73 -1.06 -0.28
C -3.40 -2.78 0.08 0.30
H -1.92 -5.24 0.05 0.32
H -1.03 -4.67 -1.32 0.39
H -3.82 -4.48 -1.18 0.38
H -2.97 -3.25 -2.04 0.07
H -3.96 -3.25 0.90 0.42
H -3.88 -1.85 -0.20 -0.46
O -1.33 0.91 5.81 -0.63
C -1.70 1.34 4.75 0.32
O -0.83 1.60 3.75 -0.21
C -1.49 2.20 2.62 0.26
C -2.98 2.32 3.02 0.02
C -3.13 1.45 4.26 -0.51
H -1.38 1.59 1.73 -0.12
H -1.05 3.19 2.48 0.06
H -3.51 1.97 2.14 -0.15
H -3.30 3.35 3.19 0.36
H -3.47 0.44 4.05 0.22
H -3.78 1.86 5.02 0.39
O 3.24 1.91 3.33 -0.66
C 2.92 0.77 3.11 0.52
O 3.21 0.13 1.97 -0.36
C 3.08 -1.32 2.14 -0.14
C 1.97 -1.44 3.16 -0.19
C 2.09 -0.14 3.99 0.10
H 4.11 -1.64 2.29 0.28
H 2.77 -1.63 1.14 0.18
H 2.13 -2.30 3.81 0.38
H 0.98 -1.60 2.74 -0.05
H 2.55 -0.23 4.98 0.28
H 1.12 0.29 4.25 -0.20
O 0.18 7.14 -2.01 -0.59
C 0.48 6.19 -1.34 0.46
O 0.14 4.94 -1.72 -0.41
C 0.61 3.90 -0.82 0.45
C 1.32 4.68 0.29 -0.48
C 1.19 6.16 0.01 -0.38
H 1.27 3.23 -1.37 0.00
H -0.31 3.43 -0.48 -0.09
H 2.39 4.40 0.35 0.30
H 1.08 4.33 1.30 0.30
H 2.16 6.64 -0.06 0.21
H 0.67 6.70 0.80 0.26
O 4.29 -2.79 -0.55 -0.55
C 5.44 -3.06 -0.33 0.30
O 5.94 -2.84 0.92 -0.22
C 7.03 -3.73 1.15 -0.46
C 7.63 -3.97 -0.22 -0.62
C 6.55 -3.56 -1.24 -0.02
H 6.67 -4.68 1.57 0.29
H 7.73 -3.28 1.85 0.32
H 7.92 -5.01 -0.35 0.29
H 8.56 -3.40 -0.32 0.27
H 6.17 -4.45 -1.73 0.31
H 6.83 -2.73 -1.88 0.08
O -6.70 2.83 1.87 -0.62
C -6.50 2.22 0.86 0.44
O -5.35 1.60 0.62 -0.21
C -5.22 1.09 -0.72 0.42
C -6.47 1.59 -1.48 -0.56
C -7.39 2.16 -0.39 -0.50
H -5.10 0.02 -0.66 -0.28
H -4.35 1.63 -1.09 0.09
H -6.95 0.84 -2.10 0.35
H -6.17 2.42 -2.11 0.26
H -8.27 1.57 -0.13 0.25
H -7.74 3.18 -0.55 0.27
C -4.22 -0.73 -4.33 -0.56
O -4.30 0.47 -3.56 -0.46
H -5.03 -0.73 -5.05 0.31
H -3.27 -0.74 -4.87 0.26
H -4.21 -1.60 -3.67 0.12
H -3.48 0.52 -3.04 0.47
C 4.83 -1.40 -3.37 -0.25
O 5.68 -1.27 -4.51 -0.57
H 5.29 -1.19 -2.41 0.14
H 3.94 -0.79 -3.51 0.13
H 4.48 -2.44 -3.36 0.29
H 6.59 -1.28 -4.21 0.32
```



Entry 4:
CH5N3S | ωB97M-V/def2-TZVPD

As for the net charge: 0. For the energy above the lowest of the compared OMol25 structures with the same formula, charge and spin, the calculation gives 30.6 kcal/mol. The calculation puts the LUMO energy at 0.6690 eV. The multiplicity is 1. The HOMO energy is -8.974 eV. As for the structure (SMILES): [H]/N=C(\N)NS.

Geometry as XYZ:
```
10
Properties=species:S:1:pos:R:3:nbo_charge:R:1
C 1.04 -0.12 0.15 0.58
H 0.38 2.16 -0.02 0.41
H 2.08 1.82 0.04 0.40
H 2.72 -0.41 -0.42 0.33
H -0.31 -1.60 0.48 0.41
H -2.25 0.65 1.02 0.09
N 1.23 1.30 0.01 -0.90
N 1.91 -1.01 -0.14 -0.72
N -0.30 -0.62 0.23 -0.81
S -1.80 0.03 -0.17 0.20
```



Entry 5:
CH3N3O2Si | ωB97M-V/def2-TZVPD

As for the net charge: 0. For the energy above the lowest of the compared OMol25 structures with the same formula, charge and spin, the calculation gives 10.6 kcal/mol. The calculation puts the LUMO energy at -0.2609 eV. The multiplicity is 1. The HOMO energy is -10.837 eV. As for the structure (SMILES): N#C[Si@H](N)[N+](=O)[O-].

Geometry as XYZ:
```
10
Properties=species:S:1:pos:R:3:nbo_charge:R:1
C 1.99 0.40 0.17 -0.13
N 3.01 0.10 0.60 -0.28
N -0.93 0.66 1.19 -1.34
N -0.38 -1.04 -1.12 0.25
O -0.18 -1.26 -2.32 -0.37
O -0.85 -1.85 -0.34 -0.40
Si 0.02 0.64 -0.21 1.54
H -1.96 0.77 1.35 0.45
H -0.62 -0.08 1.93 0.44
H -0.10 1.66 -1.24 -0.15
```



Entry 6:
C2H7N2O | ωB97M-V/def2-TZVPD

As for the net charge: +1. For the energy above the lowest of the compared OMol25 structures with the same formula, charge and spin, the calculation gives 37.3 kcal/mol. The calculation puts the LUMO energy at -3.8445 eV. The multiplicity is 1. The HOMO energy is -14.653 eV.

Geometry as XYZ:
```
12
Properties=species:S:1:pos:R:3:nbo_charge:R:1
C 0.91 0.19 -0.13 0.84
C 1.23 -2.37 0.38 -0.43
N 0.85 -0.98 0.20 -0.47
N -1.53 2.01 -0.21 -0.90
O 0.89 1.24 -0.63 -0.59
H -1.62 2.89 0.35 0.46
H 1.78 -2.63 -0.58 0.25
H 1.71 -2.65 1.38 0.26
H 0.17 -2.75 0.32 0.24
H -1.93 1.98 -1.14 0.45
H -2.03 1.25 0.19 0.43
H -0.43 1.83 -0.11 0.47
```



What is the net charge in the sixth record? +1



What is the formula in the fifth record? CH3N3O2Si



The highest LUMO energy belongs to which entry? C22H28ClN6RbS2Si